Entry 1:
{
  "formula": "C7H12O",
  "method": "the ωB97M-V functional and the def2-TZVPD basis",
  "lumo_energy_ev": 0.648,
  "orbital_gap_ev": 9.799,
  "mol_weight_g_mol": 112.172,
  "energy_ha": -349.0722,
  "species": ["C", "C", "C", "C", "C", "C", "C", "H", "H", "H", "H", "H", "H", "H", "H", "H", "H", "O", "H", "H"],
  "positions_angstrom": [[2.83022, -0.48573, 2.14813], [2.49674, -0.02334, 0.95412], [1.10141, 0.23513, 0.49951], [0.73538, 1.35786, -0.11194], [-0.62789, 1.66992, -0.62540], [-0.86720, 1.50165, -1.91983], [-1.68354, 2.04831, 0.37506], [3.83495, -0.80758, 2.37972], [2.12930, -0.60364, 2.97101], [3.23833, 0.10925, 0.19014], [0.43733, -0.56952, 0.79249], [1.52884, 2.08728, -0.26282], [-0.21188, 0.93535, -2.58013], [-1.73772, 1.87005, -2.46384], [-2.23593, 1.18085, 0.75782], [-1.22660, 2.61674, 1.17174], [-2.50029, 2.58572, -0.11591], [-2.71029, -4.80048, -1.19689], [-3.22447, -4.08487, -0.78566], [-2.11082, -5.04093, -0.48168]],
  "forces_ev_per_a": [[0.07, -0.25, 0.35], [-0.65, -0.05, -0.22], [0.53, 0.15, 0.84], [0.05, -0.74, 0.15], [0.01, -0.62, -0.07], [-0.23, -0.09, -0.94], [-0.47, 0.28, -0.68], [0.21, 0.27, -0.06], [-0.18, -0.05, -0.29], [0.51, 0.04, -0.18], [-0.50, 0.17, -0.29], [-0.20, 0.15, -0.19], [0.45, 0.50, 0.26], [-0.27, -0.23, 0.62], [0.69, -0.15, 0.23], [-0.29, 0.18, 0.40], [0.28, 0.44, 0.05], [-0.21, 0.48, 0.56], [0.10, -0.30, -0.41], [0.11, -0.18, -0.16]]
}

---

Entry 2:
{
  "formula": "C38H29Br2IN3OP2S2Ta",
  "method": "the ωB97M-V functional and the def2-TZVPD basis",
  "total_charge": 2,
  "lumo_energy_ev": -6.758,
  "orbital_gap_ev": 7.048,
  "mol_weight_g_mol": 1137.412,
  "energy_ha": -8686.3712,
  "species": ["Ta", "S", "P", "C", "P", "S", "C", "C", "C", "C", "C", "C", "C", "C", "C", "C", "C", "C", "C", "C", "C", "C", "C", "C", "C", "C", "C", "C", "C", "C", "H", "H", "H", "H", "H", "H", "H", "H", "H", "H", "H", "H", "H", "H", "H", "H", "H", "H", "H", "H", "C", "C", "C", "C", "C", "C", "Br", "C", "C", "Br", "C", "O", "C", "N", "H", "H", "H", "H", "H", "H", "I", "C", "C", "N", "N", "C", "H", "H", "H"],
  "positions_angstrom": [[0.60738, 1.27285, 0.28645], [-0.81446, 2.05611, -1.61793], [-1.04229, 0.00500, -1.86047], [-0.57071, -0.42483, -0.22751], [0.44350, -1.81355, 0.15331], [2.12932, -0.70957, 0.63925], [-0.11628, -2.62058, 1.66283], [0.83559, -3.17575, 2.51768], [0.42091, -3.81658, 3.67289], [-0.93390, -3.91181, 3.96681], [-1.88024, -3.37961, 3.10217], [-1.47523, -2.72843, 1.94728], [0.74643, -3.08297, -1.07853], [-0.17106, -4.13279, -1.15913], [0.00179, -5.11108, -2.12328], [1.09144, -5.05141, -2.98313], [2.01374, -4.01865, -2.88126], [1.84391, -3.02387, -1.93307], [-2.69452, -0.47025, -2.34871], [-3.22731, -1.64397, -1.81999], [-4.47037, -2.07604, -2.25180], [-5.16971, -1.33514, -3.19559], [-4.63824, -0.15874, -3.70902], [-3.39303, 0.28001, -3.29200], [0.09592, -0.46029, -3.18560], [-0.32964, -1.39027, -4.13220], [0.52025, -1.75037, -5.16643], [1.78455, -1.18830, -5.25563], [2.21007, -0.26745, -4.30509], [1.36879, 0.10248, -3.27049], [1.88970, -3.10638, 2.27849], [1.15248, -4.24685, 4.34348], [-1.25060, -4.40697, 4.87511], [-2.93351, -3.47564, 3.33108], [-2.20712, -2.29592, 1.27370], [-0.99540, -4.19379, -0.45822], [-0.69977, -5.93182, -2.18868], [1.23095, -5.82561, -3.72602], [2.87098, -3.99085, -3.54060], [2.56531, -2.22189, -1.84027], [-2.66574, -2.20372, -1.08050], [-4.89473, -2.98741, -1.85213], [-6.13887, -1.67783, -3.53245], [-5.19504, 0.41546, -4.43711], [-2.96183, 1.19456, -3.68225], [-1.32055, -1.82068, -4.06112], [0.18524, -2.46604, -5.90563], [2.43877, -1.45458, -6.07522], [3.19198, 0.18068, -4.38108], [1.70051, 0.84550, -2.55373], [-1.78283, 0.39856, 3.25916], [-1.01488, 1.67374, 3.37070], [-0.85608, 2.36416, 4.56465], [-0.02552, 3.47542, 4.63859], [0.56746, 3.96114, 3.47984], [1.68274, 4.95383, 3.34119], [2.04848, 5.89869, 4.99409], [3.08242, 5.44305, 1.67686], [2.52944, 4.76873, 0.41291], [3.23305, 5.02856, -1.33252], [2.21267, 3.29745, 0.85451], [2.25118, 2.23625, 0.02256], [0.23912, 3.30996, 2.30878], [-0.44301, 2.16018, 2.25166], [-2.51257, 0.31807, 4.06210], [-1.11279, -0.46158, 3.32978], [-2.29229, 0.35056, 2.29754], [-1.34348, 1.99368, 5.45549], [0.18489, 3.94074, 5.59215], [3.93693, 6.10822, 1.62949], [1.00125, 7.89293, 2.22452], [1.64676, 5.87503, 2.08451], [3.02704, 4.33243, 2.77268], [2.82888, 3.03977, 2.13051], [0.75605, 3.71376, 1.07160], [1.09141, 5.13726, 0.83731], [3.83420, 4.28731, 3.49582], [3.69596, 2.52508, 2.02231], [0.38415, 5.67268, 0.21257]],
  "forces_ev_per_a": [[-3.09, 0.02, 0.56], [0.75, -0.20, 0.72], [0.05, 0.22, 0.51], [1.06, -0.06, -0.75], [-0.14, 0.42, 0.44], [-0.42, 0.62, -0.08], [0.03, 0.00, -0.24], [-0.09, 0.00, -0.07], [0.03, -0.02, 0.03], [0.03, 0.00, 0.00], [-0.08, -0.04, 0.03], [0.03, 0.00, -0.09], [0.01, 0.23, 0.18], [0.02, 0.07, -0.02], [-0.04, -0.03, 0.00], [-0.01, 0.00, 0.02], [0.05, 0.02, -0.06], [0.01, -0.01, 0.07], [0.18, 0.07, 0.14], [0.04, 0.14, -0.03], [-0.02, -0.07, 0.02], [0.01, -0.03, 0.02], [-0.01, 0.07, -0.08], [0.07, -0.07, 0.09], [-0.31, -0.08, 0.15], [0.02, 0.04, 0.08], [-0.02, -0.08, -0.05], [-0.03, 0.01, 0.01], [0.07, 0.07, 0.05], [-0.05, -0.09, -0.02], [0.02, 0.00, 0.06], [0.00, 0.01, 0.00], [-0.01, -0.02, -0.02], [0.00, 0.03, -0.01], [-0.01, 0.03, 0.05], [-0.01, -0.05, -0.03], [0.00, 0.01, -0.01], [0.00, 0.00, 0.01], [0.00, 0.00, 0.00], [-0.01, -0.01, -0.04], [-0.06, -0.05, -0.01], [-0.01, 0.01, -0.01], [-0.01, 0.02, 0.01], [0.00, -0.01, 0.01], [-0.07, 0.00, -0.07], [0.02, -0.03, -0.07], [0.03, 0.01, -0.01], [0.00, -0.01, 0.01], [0.00, -0.02, -0.01], [0.03, 0.04, -0.03], [0.02, 0.02, 0.05], [-0.06, -0.24, 0.02], [0.00, 0.08, 0.00], [-0.02, -0.10, -0.08], [-0.04, 0.06, -0.14], [0.04, 0.14, 0.22], [-0.02, -0.14, -0.26], [0.11, 0.02, -0.01], [-0.11, -0.26, -0.40], [-0.05, 0.04, 0.26], [0.40, 1.01, 0.78], [1.03, -0.65, -0.69], [-0.08, 0.17, 0.55], [0.79, -0.59, -1.15], [0.01, 0.01, 0.00], [0.02, 0.03, 0.01], [-0.01, -0.03, 0.00], [-0.01, -0.02, -0.02], [-0.03, 0.02, 0.01], [-0.02, 0.02, -0.03], [0.11, -0.35, -0.08], [-0.18, 0.39, 0.28], [-0.06, -0.06, -0.01], [0.09, -0.08, -0.26], [0.26, -0.91, -0.12], [-0.24, 0.25, -0.38], [-0.02, 0.02, 0.02], [0.01, -0.02, -0.02], [-0.01, -0.02, 0.01]]
}

---

Entry 3:
{
  "formula": "C5H12N3S",
  "method": "the ωB97M-V functional and the def2-TZVPD basis",
  "total_charge": 1,
  "lumo_energy_ev": -3.679,
  "orbital_gap_ev": 7.772,
  "mol_weight_g_mol": 146.239,
  "energy_ha": -759.7194,
  "species": ["C", "C", "C", "C", "C", "N", "N", "N", "S", "H", "H", "H", "H", "H", "H", "H", "H", "H", "H", "H", "H"],
  "positions_angstrom": [[-2.36717, 0.31990, -2.61006], [0.90813, -0.57893, -0.70240], [-0.81022, 0.34291, -0.74661], [0.47816, -1.12533, 1.62511], [2.78831, -1.07864, 0.78007], [-1.53895, 0.40133, -1.72187], [-2.17064, 2.48814, 0.04655], [1.41917, -0.50505, 0.67224], [-0.92187, 1.51928, 0.58597], [-3.34090, -0.33976, -2.54682], [-2.21739, 0.88114, -3.55026], [0.66407, -1.60029, -0.99314], [-0.49916, -0.68956, 1.46512], [0.58772, -2.23380, 1.62395], [0.67544, -0.68460, 2.64174], [3.42009, -0.55664, 1.58654], [2.74512, -2.19217, 0.83879], [3.25047, -0.84225, -0.13105], [-2.89397, 2.75244, 0.66889], [-1.74805, 3.25898, -0.34209], [1.57167, 0.46288, 0.80934]],
  "forces_ev_per_a": [[-3.36, -0.83, -2.56], [-2.28, 1.97, -2.17], [4.84, -1.10, 3.06], [0.34, 0.89, 2.68], [0.82, -0.46, 1.11], [0.12, -0.41, 0.13], [0.14, -1.53, -0.03], [-0.80, -1.66, 0.02], [-0.50, -0.73, -0.58], [2.02, 1.28, 0.16], [-0.07, -0.29, 0.46], [-0.20, -0.14, 0.40], [-0.24, -0.90, -0.47], [-0.34, 1.03, -0.19], [0.36, -0.93, -0.56], [-1.39, -1.09, -0.85], [-0.01, 1.01, 0.37], [0.77, 0.31, -1.36], [-0.61, -0.18, 0.90], [0.62, 2.39, -1.20], [-0.23, 1.38, 0.68]]
}